# 1
{"formula": "C23H49N4OsP3Se", "method": "the ωB97M-V functional and the def2-TZVPD basis", "multiplicity": 5, "s2": 6.038, "max_force_ev_per_a": 4.06, "e_homo_ev": [-19.6, -19.7], "charge": 4, "species": ["Os", "P", "P", "P", "H", "C", "C", "H", "C", "C", "C", "C", "C", "C", "C", "C", "C", "H", "H", "H", "H", "H", "H", "H", "H", "H", "H", "H", "H", "H", "H", "H", "H", "H", "H", "H", "H", "H", "H", "H", "H", "H", "H", "H", "H", "H", "C", "C", "C", "C", "C", "C", "Se", "H", "H", "H", "H", "H", "H", "C", "N", "C", "N", "C", "N", "C", "N", "C", "C", "H", "H", "H", "H", "H", "H", "H", "H", "H", "H", "H", "H"], "coordinates": [[-0.08, 0.02, 0.35], [-2.32, -0.07, -0.18], [0.13, -2.39, 0.11], [-0.06, 2.44, 0.04], [1.53, -0.83, -1.77], [1.40, 0.08, -1.17], [2.01, 0.10, 0.15], [2.56, -0.78, 0.48], [-2.67, -0.11, -1.98], [-3.31, -1.51, 0.41], [-3.40, 1.31, 0.39], [1.84, -3.09, 0.11], [-0.64, -3.59, 1.28], [-0.45, -2.99, -1.53], [1.58, 3.26, 0.04], [-0.93, 3.62, 1.16], [-0.68, 2.96, -1.61], [1.46, 0.99, -1.78], [2.46, 1.04, 0.50], [-3.76, -0.14, -2.17], [-2.21, -0.99, -2.44], [-2.26, 0.79, -2.47], [-4.36, -1.39, 0.07], [-3.32, -1.55, 1.51], [-2.93, -2.46, 0.01], [-4.45, 1.09, 0.13], [-3.12, 2.26, -0.08], [-3.33, 1.42, 1.48], [1.76, -4.17, -0.08], [2.32, -2.94, 1.09], [2.45, -2.63, -0.67], [-0.63, -4.58, 0.80], [-1.68, -3.34, 1.52], [-0.06, -3.67, 2.21], [-0.11, -4.03, -1.63], [-0.02, -2.39, -2.33], [-1.55, -2.97, -1.60], [1.44, 4.33, -0.16], [2.23, 2.84, -0.74], [2.07, 3.15, 1.02], [-0.96, 4.61, 0.66], [-0.39, 3.74, 2.11], [-1.96, 3.31, 1.37], [-0.44, 4.02, -1.74], [-1.77, 2.83, -1.70], [-0.19, 2.38, -2.41], [0.95, 0.15, -5.88], [2.11, -0.07, -5.11], [3.38, 0.00, -5.70], [3.52, 0.25, -7.06], [2.38, 0.43, -7.86], [1.10, 0.37, -7.27], [-0.71, 0.13, -4.90], [-0.26, -0.09, -3.45], [2.00, -0.28, -4.06], [4.25, -0.15, -5.07], [4.52, 0.30, -7.51], [2.49, 0.61, -8.92], [0.21, 0.51, -7.90], [0.02, 1.33, 3.25], [-0.03, -0.04, 2.62], [-1.23, -0.73, 3.22], [-1.17, -0.79, 4.68], [-1.10, 0.57, 5.24], [0.09, 1.29, 4.71], [1.29, 0.53, 5.13], [1.26, -0.85, 4.58], [1.20, -0.77, 3.12], [0.05, -1.52, 5.09], [-0.90, 1.86, 2.99], [0.92, 1.85, 2.89], [-1.29, -1.76, 2.85], [-2.14, -0.16, 2.94], [-1.02, 0.50, 6.33], [-2.00, 1.13, 4.95], [2.18, 1.05, 4.75], [1.31, 0.47, 6.22], [1.21, -1.80, 2.73], [2.09, -0.22, 2.77], [0.09, -1.54, 6.18], [0.01, -2.54, 4.68]]}



# 2
{"formula": "C42H105F4N9O22S4Sn", "method": "the ωB97M-V functional and the def2-TZVPD basis", "relative_energy_kcal_mol": 127.5, "max_force_ev_per_a": 9.98, "e_homo_ev": -7.6, "species": ["Sn", "N", "S", "O", "O", "F", "S", "O", "O", "F", "N", "S", "O", "O", "F", "S", "O", "O", "F", "C", "O", "C", "C", "N", "C", "C", "O", "C", "H", "H", "H", "H", "H", "H", "H", "H", "H", "H", "H", "H", "H", "H", "H", "C", "O", "C", "C", "N", "C", "C", "O", "C", "H", "H", "H", "H", "H", "H", "H", "H", "H", "H", "H", "H", "H", "H", "H", "C", "O", "C", "C", "N", "C", "C", "O", "C", "H", "H", "H", "H", "H", "H", "H", "H", "H", "H", "H", "H", "H", "H", "H", "C", "O", "C", "C", "N", "C", "C", "O", "C", "H", "H", "H", "H", "H", "H", "H", "H", "H", "H", "H", "H", "H", "H", "H", "C", "O", "C", "C", "N", "C", "C", "O", "C", "H", "H", "H", "H", "H", "H", "H", "H", "H", "H", "H", "H", "H", "H", "H", "C", "O", "C", "C", "N", "C", "C", "O", "C", "H", "H", "H", "H", "H", "H", "H", "H", "H", "H", "H", "H", "H", "H", "H", "C", "O", "C", "C", "N", "C", "C", "O", "C", "H", "H", "H", "H", "H", "H", "H", "H", "H", "H", "H", "H", "H", "H", "H"], "coordinates": [[26.77, 18.89, -1.61], [28.97, 20.24, -0.14], [30.43, 20.30, 0.23], [30.91, 19.69, 1.44], [31.23, 21.41, -0.35], [30.84, 19.23, -0.79], [28.47, 21.36, 1.04], [28.40, 22.83, 0.80], [28.73, 20.92, 2.42], [26.94, 20.92, 0.78], [24.27, 18.18, 2.93], [24.58, 16.66, 3.58], [24.52, 16.37, 5.02], [25.40, 15.82, 2.74], [23.27, 15.98, 3.09], [25.73, 18.57, 3.04], [26.70, 18.18, 2.06], [26.19, 18.70, 4.43], [25.47, 20.13, 2.63], [31.20, 13.18, -1.93], [30.63, 14.46, -1.59], [31.45, 15.66, -1.56], [32.41, 15.64, -0.40], [31.80, 16.00, 0.88], [32.16, 14.98, 1.88], [31.49, 15.46, 3.16], [30.07, 15.44, 2.97], [29.38, 16.54, 3.60], [30.45, 12.45, -1.62], [32.04, 12.98, -1.27], [31.51, 13.21, -2.97], [30.80, 16.52, -1.40], [31.98, 15.95, -2.46], [33.12, 16.46, -0.52], [32.96, 14.70, -0.32], [30.83, 16.20, 0.65], [33.23, 14.85, 2.01], [31.65, 14.06, 1.61], [31.85, 16.48, 3.27], [31.80, 14.83, 3.99], [29.75, 16.77, 4.60], [28.32, 16.35, 3.80], [29.38, 17.37, 2.90], [28.26, 15.90, 0.26], [27.30, 15.91, -0.75], [27.05, 14.58, -1.25], [26.14, 14.80, -2.51], [26.67, 15.91, -3.33], [28.02, 15.77, -3.79], [28.52, 17.02, -4.53], [28.78, 18.08, -3.55], [29.91, 18.84, -3.90], [27.81, 15.29, 1.03], [28.63, 16.87, 0.61], [29.24, 15.54, -0.05], [26.73, 13.84, -0.52], [28.05, 14.24, -1.52], [25.12, 15.11, -2.29], [25.95, 13.87, -3.03], [26.13, 16.03, -4.18], [28.20, 14.86, -4.36], [28.66, 15.56, -2.93], [27.93, 17.26, -5.41], [29.48, 16.80, -5.00], [30.08, 19.68, -3.22], [29.69, 19.22, -4.90], [30.85, 18.28, -3.89], [24.86, 22.78, 1.15], [23.73, 22.42, 1.94], [23.88, 23.03, 3.24], [22.59, 23.09, 4.05], [22.16, 21.79, 4.41], [20.76, 21.71, 4.84], [20.16, 20.26, 5.27], [20.39, 19.35, 4.17], [20.13, 17.93, 4.57], [24.88, 23.85, 0.97], [24.72, 22.34, 0.16], [25.89, 22.67, 1.47], [24.24, 24.05, 3.11], [24.68, 22.54, 3.80], [21.79, 23.66, 3.59], [22.80, 23.67, 4.95], [22.74, 21.34, 5.11], [20.05, 22.17, 4.15], [20.73, 22.42, 5.67], [19.11, 20.43, 5.50], [20.60, 19.93, 6.21], [20.80, 17.85, 5.43], [20.22, 17.28, 3.71], [19.11, 17.75, 4.91], [32.94, 23.21, -3.51], [32.53, 22.62, -4.70], [31.65, 23.30, -5.57], [31.23, 22.51, -6.88], [30.58, 21.22, -6.61], [30.30, 20.43, -7.78], [31.60, 20.06, -8.43], [32.32, 19.17, -7.63], [33.64, 18.95, -8.01], [33.84, 22.81, -3.04], [32.27, 22.80, -2.75], [33.13, 24.28, -3.53], [32.24, 24.18, -5.80], [30.76, 23.70, -5.10], [32.20, 22.43, -7.37], [30.58, 23.15, -7.47], [31.08, 20.68, -5.92], [29.58, 20.92, -8.44], [29.62, 19.64, -7.47], [32.16, 20.92, -8.78], [31.43, 19.55, -9.38], [34.28, 18.43, -7.30], [34.14, 19.87, -8.30], [33.63, 18.43, -8.98], [33.50, 26.80, -0.84], [33.70, 25.43, -0.87], [32.80, 24.59, -0.13], [32.96, 24.68, 1.40], [34.45, 24.37, 1.61], [35.13, 25.19, 2.61], [35.75, 26.48, 1.96], [36.82, 27.03, 2.80], [36.41, 27.81, 3.88], [34.30, 27.46, -1.16], [33.29, 27.15, 0.17], [32.67, 26.97, -1.53], [32.97, 23.61, -0.58], [31.75, 24.85, -0.24], [32.16, 24.06, 1.83], [32.81, 25.73, 1.65], [35.08, 24.41, 0.82], [36.01, 24.68, 3.02], [34.51, 25.45, 3.47], [35.04, 27.22, 1.59], [36.33, 26.27, 1.06], [35.93, 27.17, 4.62], [35.58, 28.38, 3.47], [37.24, 28.40, 4.28], [36.86, 22.82, 4.99], [35.79, 23.65, 5.56], [34.64, 22.91, 5.55], [33.53, 23.59, 6.43], [32.32, 22.88, 6.81], [31.42, 22.65, 5.66], [30.20, 21.93, 6.04], [30.34, 20.51, 6.06], [30.69, 19.82, 4.92], [36.58, 22.40, 4.02], [37.22, 22.00, 5.62], [37.75, 23.44, 4.95], [34.73, 21.91, 5.96], [34.24, 22.78, 4.55], [33.31, 24.61, 6.13], [33.95, 23.58, 7.44], [32.32, 21.99, 7.29], [32.07, 21.96, 5.12], [31.36, 23.47, 4.94], [29.42, 22.31, 5.37], [29.77, 22.35, 6.95], [30.39, 18.78, 4.89], [31.78, 19.83, 4.99], [30.22, 20.33, 4.08], [29.98, 26.03, 5.84], [29.28, 25.43, 4.72], [27.86, 25.60, 5.01], [26.95, 24.74, 4.09], [26.48, 25.46, 2.94], [27.57, 25.77, 1.96], [26.96, 26.30, 0.67], [26.77, 27.73, 0.67], [26.26, 28.10, -0.62], [31.03, 25.72, 5.90], [29.53, 25.73, 6.78], [29.90, 27.11, 5.82], [27.51, 26.63, 5.00], [27.62, 25.27, 6.02], [26.20, 24.13, 4.59], [27.55, 24.02, 3.55], [26.19, 26.38, 3.26], [28.13, 24.85, 1.77], [28.27, 26.53, 2.30], [26.11, 25.80, 0.20], [27.63, 26.07, -0.15], [25.25, 27.72, -0.79], [27.04, 27.74, -1.30], [26.15, 29.17, -0.78]]}